# 1
C11H15N | ωB97M-V/def2-TZVPD

```
27
Properties=species:S:1:pos:R:3:forces:R:3
C -1.48808 1.73349 2.72683 0.77 0.82 -2.37
C -0.47630 2.10785 1.51129 -2.44 0.36 0.38
H -1.24965 2.41279 3.49734 -0.54 1.24 0.89
H -2.55170 1.69139 2.41605 0.68 0.56 0.21
H -1.29852 0.81546 3.20621 0.60 -1.60 0.08
H -0.68671 3.20658 1.17056 -0.37 -2.24 -0.07
H -0.58516 1.27176 0.72481 0.50 1.94 1.11
H 0.52148 2.30754 1.87296 0.53 -0.95 0.21
C -2.20034 -1.16914 -1.94630 -0.73 -3.36 0.28
C 0.92359 -0.92325 -0.02326 3.07 1.82 1.22
C 0.00057 -0.44653 -0.97656 1.42 -0.52 1.82
C -1.13371 -1.31897 -0.93798 0.88 3.04 -1.92
C -0.86828 -2.20196 0.07012 2.60 -2.80 3.58
C 2.04823 -0.16882 0.45686 -2.78 -2.10 -0.87
C 2.15786 1.10038 -0.03287 0.98 2.29 -0.91
C 0.26861 0.82796 -1.47045 2.77 0.17 0.60
C 1.38043 1.62125 -1.07908 -1.12 -2.03 1.09
N 0.46555 -2.08024 0.54989 -2.96 -0.94 1.11
H 0.81819 -2.48299 1.50154 -1.01 0.93 -2.60
H 2.70108 -0.49665 1.23883 0.12 -0.39 0.27
H -1.43550 -2.92347 0.66671 -0.32 0.21 -0.97
H 2.91323 1.74876 0.43085 -0.20 -0.27 -0.39
H -0.30057 1.13211 -2.23596 -2.27 1.60 -2.58
H -2.25417 -0.26735 -2.51038 0.16 0.84 0.09
H -3.18085 -1.46446 -1.49583 0.62 0.30 -0.74
H 1.54493 2.62317 -1.42610 -0.11 0.11 -0.29
H -1.89036 -1.98651 -2.69844 -0.84 0.97 0.77
```
Positions in Å, forces in eV/Å.

Kohn-Sham gap (alpha / beta) = 9.49 / 5.66 eV
ΔE to the lowest compared entry with this formula, charge and spin = 200.3 kJ/mol
charge = +1
2S+1 = 2
total energy = -13131.131 eV
HOMO (alpha / beta) = -13.08 / -13.02 eV

---

# 2
C11H15N2 | ωB97M-V/def2-TZVPD

```
28
Properties=species:S:1:pos:R:3:forces:R:3
C -0.90747 -0.73458 2.01558 1.54 1.83 -1.44
C -0.43822 -0.39149 0.55599 -3.70 3.29 0.12
C 0.95458 -0.12634 0.17308 0.34 -0.14 1.19
C 1.60910 -1.07868 -0.54503 -0.21 1.96 0.27
C 2.90359 -0.82269 -0.83258 3.10 0.44 -0.02
C 3.64338 0.29363 -0.38632 -2.14 -0.88 0.71
C 2.92997 1.23903 0.39125 0.23 -2.89 -1.86
C 1.63223 1.05112 0.67190 -4.85 -0.71 -0.32
N -1.38841 -1.32391 -0.42963 3.41 -0.45 -0.18
C -2.60923 -0.57814 -0.80971 0.12 0.82 1.41
C -2.37910 0.88552 -0.34845 -0.91 1.52 1.04
C -1.27622 1.72994 -0.94364 0.06 0.06 0.24
N -1.13439 1.07213 0.38388 0.34 -2.68 -0.29
H -0.55450 0.20497 2.48779 -0.22 -0.97 0.53
H -0.59867 -1.64238 2.49728 0.68 -0.35 -0.04
H -1.96565 -0.69942 2.00088 -1.21 0.11 0.11
H 1.10377 -1.83993 -1.04789 -0.52 -1.62 -0.30
H 3.39327 -1.62178 -1.32704 0.82 -0.31 -0.78
H 4.69725 0.35843 -0.55743 0.30 0.17 -0.21
H 3.31803 2.08735 0.73659 2.08 3.28 1.16
H 0.86112 1.82339 1.06645 2.13 -1.18 -0.15
H -1.60662 -2.19580 0.13467 0.54 1.11 -1.30
H -0.80502 -1.51642 -1.32239 -1.21 -0.12 2.03
H -3.40330 -1.06683 -0.26908 -0.56 0.28 0.12
H -2.73905 -0.78209 -1.84242 -0.40 0.42 -1.02
H -3.17172 1.47059 0.22936 0.44 -1.35 -1.47
H -0.72896 1.33442 -1.82387 -0.34 0.27 0.66
H -1.33976 2.86994 -0.85923 0.13 -1.91 -0.23
```
Positions in Å, forces in eV/Å.

Kohn-Sham gap = 9.27 eV
ΔE to the lowest compared entry with this formula, charge and spin = 273.7 kJ/mol
charge = +1
total energy = -14620.903 eV
SMILES = C[C@@]1(c2ccccc2)[NH2+]C[C@@H]2CN21
HOMO = -12.50 eV

---

# 3
C11H15N2O2 | ωB97M-V/def2-TZVPD

```
30
Properties=species:S:1:pos:R:3:forces:R:3
C -2.01548 -1.93995 0.46530 -0.03 2.08 1.57
C -1.89903 -0.44825 0.05193 -0.66 -1.46 -0.31
C -3.18680 0.03843 -0.59344 1.15 1.89 -0.14
O -1.78370 0.30398 1.28064 0.06 0.44 0.16
N -0.39304 0.54049 1.51379 -1.55 2.00 -1.60
C 0.12342 0.67486 0.16005 0.75 -0.17 -1.68
C 0.10241 2.14832 -0.17990 0.71 0.60 -1.87
C 1.58245 0.24971 0.11881 -1.03 1.30 1.45
C 2.39394 0.64721 1.19524 1.65 -1.92 -0.12
C 3.71874 0.08008 1.20764 -1.08 1.35 2.34
C 4.10094 -0.82870 0.25608 2.79 0.42 0.45
C 3.35515 -1.02935 -0.84395 -0.98 -1.78 -2.21
C 2.06947 -0.48533 -0.91674 0.06 -2.97 -2.83
N -0.66309 -0.25255 -0.73792 -0.05 0.30 0.97
O -0.79548 0.12854 -2.10122 -0.10 0.22 1.30
H -1.03222 -2.18302 0.83428 0.31 -0.44 0.44
H -2.14632 -2.46489 -0.43242 -0.66 -1.18 -1.03
H -2.79810 -2.01026 1.28303 0.70 -0.40 -1.19
H -2.84579 1.06018 -0.89205 -0.86 -0.55 -0.22
H -3.93921 0.13893 0.17877 -0.29 -0.11 0.16
H -3.57233 -0.47952 -1.46954 0.39 -0.21 0.14
H -0.04566 -0.26747 1.89156 1.01 -2.85 1.19
H 0.61313 2.63435 0.66439 0.16 0.27 -0.72
H -0.87953 2.53330 -0.24478 -1.42 0.24 0.36
H 0.46724 2.37918 -1.25378 0.11 -0.54 1.95
H 1.94264 1.08644 2.10670 0.55 0.18 -0.89
H 4.41276 0.29854 2.07020 -0.89 -0.27 -0.95
H 5.10701 -1.28277 0.28808 -0.54 0.22 0.27
H 3.71459 -1.80745 -1.62055 -0.72 1.54 1.17
H 1.45392 -0.96223 -1.78552 0.48 1.80 1.83
```
Positions in Å, forces in eV/Å.

Kohn-Sham gap = 5.58 eV
ΔE to the lowest compared entry with this formula, charge and spin = 455.7 kJ/mol
charge = -1
total energy = -18721.653 eV
SMILES = CC1(C)ON[C@@](C)(c2ccccc2)N1[O-]
HOMO = -2.12 eV

---

Number 3 is which compound? C11H15N2O2

---

Which formula does entry 2 have? C11H15N2